No. 1
The following is a DFT calculation (ωB97M-V/def2-TZVPD) of 2 unconnected molecules or ions with the total composition H2O3S2 in a non-equilibrium geometry.

Properties
E_tot, Eh: -1023.15343
HOMO-LUMO gap, eV: 8.10
ΔE to the lowest compared entry with this formula, charge and spin, kJ/mol: 251.2

Geometry as XYZ:
```
7
Properties=species:S:1:pos:R:3:forces:R:3:lowdin_charge:R:1
O -0.94037 1.17394 0.64811 0.8128 -0.5473 0.5789 -0.104
H -1.70079 0.90938 1.18170 -0.0521 0.0207 -0.0058 0.092
S 0.68950 -0.61664 -1.30309 -0.1470 -2.8431 -1.2036 0.430
S 1.72332 -2.25665 -1.58632 -0.6351 1.9959 0.5641 0.190
O 0.11745 0.43577 1.37299 0.5864 2.0529 -0.4176 -0.153
H 0.80066 1.18016 1.44677 -1.3351 -1.4716 -0.0291 0.127
O -0.68977 -0.82596 -1.76017 0.7702 0.7925 0.5130 -0.583
```
Positions in Å, forces in eV/Å.

No. 2
The following is a DFT calculation (ωB97M-V/def2-TZVPD) of C5H5NO in the gas phase in a non-equilibrium geometry.

Properties
SMILES: C#C[C@@H](C#N)CO
E_tot, Eh: -323.42033
HOMO-LUMO gap, eV: 11.51
ΔE to the lowest compared entry with this formula, charge and spin, kJ/mol: 260.9

Geometry as XYZ:
```
12
Properties=species:S:1:pos:R:3:forces:R:3:lowdin_charge:R:1
C 1.06890 -1.46501 0.63737 0.4530 -0.5446 0.6908 -0.191
H -1.28275 -0.87342 1.11786 0.0419 0.0530 -0.1245 0.122
H -1.79587 -1.02196 -0.57744 0.0870 -0.0223 0.1264 0.125
C 1.22175 1.86050 -0.58419 -0.0432 -0.4695 0.0371 0.145
N 1.59640 -2.13304 1.42016 -0.5345 0.6587 -0.8009 0.160
O -1.63908 0.86172 0.04601 0.0147 0.1063 0.1632 -0.056
H 1.43186 2.90182 -0.68263 0.1279 -0.1531 -0.0065 0.042
H 0.37781 -1.15642 -1.29673 -0.0159 0.1375 0.1220 0.150
C 0.94748 0.69420 -0.48531 0.1242 0.6076 -0.0169 -0.107
H -1.09688 1.41279 0.62839 -0.1370 -0.0601 -0.1797 0.089
C 0.34169 -0.62994 -0.33504 -0.0104 0.0573 -0.0466 -0.268
C -1.17131 -0.45126 0.11156 -0.1078 -0.3707 0.0355 -0.211
```
Positions in Å, forces in eV/Å.